(1)
Here is C19H23F6N3O5PdS2 as an isolated structure from the Open Molecules 2025 dataset. Energies are from ωB97M-V/def2-TZVPD.

## Properties
Max |F| ... 0.7 eV/A
Orbital gap ... 4.41 eV
Net charge ... -2
Relative energy (zero: lowest compared OMol25 entry of this formula, charge and spin) ... 4.05 kcal per mole
Multiplicity ... 1

Geometry (Å):
1 Pd 0.39566 -1.09045 0.39303
2 C -2.66196 -1.02062 -0.86990
3 N -1.64665 -1.53143 -1.75349
4 C -1.71451 -0.92860 -3.05989
5 C -1.59200 -2.97937 -1.78730
6 C -0.48361 -3.69275 -0.99901
7 C -0.50166 -5.08139 -1.16012
8 C 0.45158 -5.89604 -0.57316
9 C 1.44824 -5.28699 0.18413
10 C 1.44840 -3.90994 0.34839
11 C 0.48456 -3.02911 -0.21025
12 H -3.68755 -1.27325 -1.21661
13 H -2.58168 0.06790 -0.80399
14 H -2.50700 -1.42835 0.13064
15 H -2.66373 -1.15145 -3.59270
16 H -0.88504 -1.27816 -3.67545
17 H -1.62993 0.15426 -2.97414
18 H -1.49405 -3.28281 -2.83637
19 H -2.56357 -3.38956 -1.45813
20 H -1.28952 -5.53255 -1.76467
21 H 0.42097 -6.97342 -0.70439
22 H 2.21442 -5.89097 0.66485
23 H 2.23392 -3.48198 0.96360
24 O 0.59972 -2.00429 3.33015
25 C 1.10304 -0.96170 4.10790
26 C 2.48775 -0.44690 3.71514
27 C 2.61189 0.21031 2.33210
28 C 1.55034 1.24159 2.07398
29 C 1.76356 2.58833 2.34796
30 C 0.76449 3.51105 2.08742
31 C -0.43951 3.05993 1.57773
32 C -0.58786 1.69777 1.37019
33 N 0.37377 0.80381 1.60130
34 H 0.53139 -1.73414 2.34599
35 H 1.18655 -1.33893 5.13578
36 H 0.40640 -0.10748 4.14970
37 H 3.19139 -1.28419 3.75926
38 H 2.79104 0.28069 4.48143
39 H 2.51588 -0.54986 1.54788
40 H 3.59516 0.68377 2.25305
41 H 2.72343 2.90217 2.74065
42 H 0.93218 4.56852 2.25534
43 H -1.23153 3.74058 1.29850
44 H -1.51826 1.29055 0.99469
45 F 1.94278 4.37971 -2.76900
46 C 1.97259 3.32635 -1.94035
47 F 3.18417 2.77562 -2.04749
48 F 1.82309 3.77053 -0.69117
49 S 0.66509 2.07936 -2.33762
50 O 1.04126 0.96040 -1.52890
51 O 0.72616 1.99837 -3.77133
52 N -0.67241 2.68010 -1.77684
53 S -1.40177 4.00187 -2.20299
54 O -1.79756 4.08865 -3.58149
55 O -0.86321 5.18684 -1.58870
56 C -2.97825 3.67360 -1.29770
57 F -2.78121 3.27868 -0.03803
58 F -3.70617 2.74718 -1.92156
59 F -3.70063 4.80819 -1.25807

=====

(2)
Here is C19H23GaIN5O3S2 as an isolated structure in a non-equilibrium geometry from the Open Molecules 2025 dataset. Energies are from ωB97M-V/def2-TZVPD.

## Properties
Max |F| ... 4.8 eV/A
Orbital gap (spin up / spin down) ... 1.66 / 1.66 eV
Net charge ... -2
Relative energy (zero: lowest compared OMol25 entry of this formula, charge and spin) ... 0.00 kcal per mole
Multiplicity ... 1

Geometry (Å):
1 C -2.18243 -0.15515 -3.83569
2 I 0.94811 1.31675 -3.62868
3 H -3.06221 -0.69630 -4.21578
4 H -1.26039 -0.59370 -4.22893
5 H -2.21289 0.89911 -4.13903
6 C 0.40471 3.60518 0.53336
7 C -0.80222 3.87695 -0.00177
8 N -1.16599 2.78295 -0.75718
9 C -0.24627 1.77377 -0.64304
10 N 0.75727 2.34248 0.10716
11 H 1.05942 4.22026 1.12375
12 H -1.39889 4.76966 0.04102
13 C 2.11135 -3.15095 -2.66236
14 C 0.54753 -1.67167 -1.94792
15 N 1.88023 -1.89810 -2.13864
16 H 0.65663 -4.74704 -3.09516
17 N -0.03059 -2.85852 -2.31846
18 H 3.09933 -3.50803 -2.89408
19 Ga -0.32338 -0.06618 -1.27974
20 C -2.15755 -0.23517 -2.35055
21 O -3.07287 -0.43173 -1.57472
22 C 0.91311 -3.75659 -2.76537
23 C -1.42954 -3.20401 -2.27329
24 H -1.49585 -4.29899 -2.31098
25 H -1.97705 -2.80186 -3.13737
26 H -1.89888 -2.84816 -1.34928
27 C 2.94516 -1.00302 -1.80758
28 H 3.89279 -1.49855 -2.06034
29 H 2.94615 -0.76494 -0.73154
30 H 2.85582 -0.07563 -2.39858
31 C 2.09752 1.85417 0.26588
32 H 2.80850 2.53454 -0.23222
33 H 2.16965 0.85879 -0.18218
34 H 2.35648 1.77020 1.32852
35 C -2.29232 2.83141 -1.65747
36 H -1.95671 2.72021 -2.70114
37 H -2.74801 3.82224 -1.53186
38 H -3.03256 2.05612 -1.42301
39 O 2.85149 1.02336 3.29680
40 S 2.24325 -0.29659 3.33240
41 O 3.02322 -1.39831 3.83567
42 N 1.46672 -0.61918 1.84505
43 C 0.15473 -0.69965 1.97022
44 S -0.97291 -1.16092 0.77345
45 C -0.35495 -0.39993 3.31503
46 C -1.66647 -0.23177 3.76730
47 C -1.88188 0.02617 5.12632
48 C -0.80262 0.08662 6.02473
49 C 0.51356 -0.01585 5.55605
50 C 0.70516 -0.22310 4.19775
51 H -2.48277 -0.30265 3.04344
52 H -2.89856 0.17559 5.49100
53 H -0.98315 0.22311 7.09092
54 H 1.38202 0.04259 6.20815

=====

(3)
Here is C19H23IIrN5O3S2 as an isolated structure in a non-equilibrium geometry from the Open Molecules 2025 dataset. Energies are from ωB97M-V/def2-TZVPD.

## Properties
Max |F| ... 6.4 eV/A
Orbital gap (spin up / spin down) ... 3.65 / 4.72 eV
Net charge ... -2
Relative energy (zero: lowest compared OMol25 entry of this formula, charge and spin) ... 45.65 kcal per mole
Multiplicity ... 5

Geometry (Å):
1 C -1.40058 2.11689 -0.86023
2 I -3.22805 1.72095 -2.40561
3 H -1.78280 3.05559 -0.43616
4 H -1.93545 1.24614 -0.46673
5 H -1.02798 2.19586 -1.88721
6 C 2.32470 -1.89918 -2.71837
7 C 2.48532 -0.65687 -3.21641
8 N 1.78915 0.20213 -2.39948
9 C 1.16696 -0.48576 -1.38486
10 N 1.54230 -1.78647 -1.59722
11 H 2.70440 -2.84424 -3.05731
12 H 3.03080 -0.31439 -4.07682
13 C -2.47455 -1.05314 2.86500
14 C -0.80174 -0.16546 1.64479
15 N -1.59001 -1.26214 1.83062
16 H -2.71384 0.71914 4.14894
17 N -1.20019 0.70245 2.62001
18 H -3.19143 -1.80342 3.16005
19 Ir 0.63921 0.17121 0.37092
20 C 0.12520 1.98961 -0.04967
21 O 0.71811 3.01789 0.20545
22 C -2.24274 0.17551 3.34875
23 C -0.67233 2.02049 2.92119
24 H -0.81977 2.18846 3.99013
25 H -1.21294 2.80396 2.37350
26 H 0.39602 2.07761 2.69083
27 C -1.55458 -2.51109 1.10164
28 H -2.43751 -3.07635 1.40260
29 H -0.66291 -3.09377 1.36246
30 H -1.58543 -2.34191 0.01909
31 C 1.02271 -2.93288 -0.89352
32 H 0.01815 -3.20322 -1.25414
33 H 0.97576 -2.69929 0.17421
34 H 1.71328 -3.76555 -1.02281
35 C 1.61736 1.59200 -2.76825
36 H 0.58229 1.79683 -3.07521
37 H 2.26773 1.76094 -3.62928
38 H 1.90484 2.26947 -1.95803
39 O 2.74167 -4.57600 0.99736
40 S 2.99899 -3.70217 2.12273
41 O 2.83356 -4.23012 3.45499
42 N 2.18900 -2.21594 1.92405
43 C 3.02521 -1.20333 1.79325
44 S 2.48578 0.41831 1.56410
45 C 4.43980 -1.55720 1.77741
46 C 5.55077 -0.77439 1.46072
47 C 6.79981 -1.38998 1.34104
48 C 6.92755 -2.78215 1.50751
49 C 5.80326 -3.57435 1.78628
50 C 4.57702 -2.93930 1.92161
51 H 5.41245 0.29876 1.31858
52 H 7.68115 -0.79173 1.11143
53 H 7.90408 -3.25543 1.41205
54 H 5.85750 -4.65550 1.89483

=====

(4)
Here is a 2-piece molecular cluster, C19H23N2OS2 overall in a non-equilibrium geometry from the Open Molecules 2025 dataset. Energies are from ωB97M-V/def2-TZVPD.

## Properties
Max |F| ... 1.9 eV/A
Orbital gap ... 3.60 eV
Net charge ... +1
Relative energy (zero: lowest compared OMol25 entry of this formula, charge and spin) ... 54.28 kcal per mole
Multiplicity ... 1

Geometry (Å):
1 C -5.50366 -0.13744 2.38070
2 N -4.84474 -0.86217 3.46936
3 C -5.72291 -1.13778 4.61290
4 C -3.46341 -0.91825 3.57105
5 C -2.64728 0.24017 3.59378
6 C -1.27567 0.13327 3.52186
7 N -0.65604 -1.08723 3.33111
8 C 0.69268 -1.20908 3.05789
9 C 1.64286 -0.15235 3.04013
10 C 3.11255 -0.49522 3.27463
11 C 3.97782 0.51204 3.71903
12 C 5.33234 0.24720 3.92472
13 C 5.81392 -1.05067 3.70509
14 C 4.95641 -2.08645 3.31598
15 C 3.60922 -1.79233 3.10073
16 O 1.32319 1.03543 2.79217
17 C -1.43918 -2.23104 3.46058
18 C -2.80454 -2.16724 3.60262
19 H -4.88183 -0.14768 1.48114
20 H -6.44302 -0.65351 2.16009
21 H -5.73691 0.89345 2.66204
22 H -5.20580 -1.76957 5.34253
23 H -6.04258 -0.20184 5.09042
24 H -6.61396 -1.65901 4.24017
25 H -3.10798 1.20584 3.70816
26 H -0.63418 0.99757 3.62725
27 H 1.07597 -2.20385 3.20729
28 H 3.57617 1.49682 3.96054
29 H 5.99549 1.04588 4.26432
30 H 6.87638 -1.24887 3.82875
31 H 5.33807 -3.09992 3.18262
32 H 2.94902 -2.62591 2.85621
33 H -0.90840 -3.18152 3.48160
34 H -3.38038 -3.08747 3.66213
35 C 2.05333 2.05800 -3.52735
36 C 2.98080 2.57018 -2.43552
37 S 3.06137 1.52238 -0.96358
38 C 1.43061 1.22419 -0.64445
39 S 0.25774 0.77986 -1.77410
40 C 0.58407 1.88179 -3.17294
41 H 2.11823 2.74461 -4.38203
42 H 2.43654 1.07818 -3.84990
43 H 4.02796 2.56005 -2.77689
44 H 2.74715 3.59486 -2.10660
45 H 1.15778 1.12451 0.40608
46 H 0.06742 2.83615 -2.98128
47 H 0.04600 1.37638 -3.99295

=====

For reference, energy by record: -2801.70339 -4256.08155 -2435.53652 -1718.58375 hartree.